Entry from OMol25: a molecular structure, C36H64GaN5O2PS3Si (the ωB97M-V functional and the def2-TZVPD basis).

```
113
Properties=species:S:1:pos:R:3:forces:R:3
Ga 0.056 0.668 0.162 -0.528 0.801 0.009
O -0.217 -0.161 2.051 0.322 -0.106 -0.191
S -0.379 -0.838 3.417 -0.294 -0.080 0.008
C 0.556 0.116 4.643 0.107 0.019 -0.050
C 2.060 0.158 4.417 -0.040 0.050 0.006
C 2.430 1.087 3.250 0.077 -0.076 0.023
C 3.517 0.477 2.370 -0.056 -0.130 0.038
S 3.355 1.108 0.705 0.069 0.467 -0.166
O 1.941 0.650 0.291 0.140 -0.482 0.144
C 4.459 0.063 -0.168 0.059 -0.076 -0.002
C 5.713 0.592 -0.443 0.002 -0.056 -0.044
C 6.654 -0.226 -1.055 -0.001 0.019 0.004
C 6.320 -1.529 -1.394 -0.021 -0.007 0.000
C 5.047 -2.030 -1.131 0.014 -0.012 -0.003
C 4.102 -1.236 -0.508 0.079 -0.008 0.012
C 0.592 -2.323 3.377 0.024 -0.065 -0.061
C 1.461 -2.574 2.328 0.042 -0.109 0.076
C 2.225 -3.734 2.357 -0.014 0.034 -0.032
C 2.110 -4.621 3.421 -0.021 0.016 0.040
C 1.223 -4.359 4.461 0.033 -0.006 -0.027
C 0.453 -3.206 4.443 -0.049 -0.007 -0.022
H 0.282 -0.369 5.584 0.009 -0.018 -0.021
H 0.091 1.105 4.633 -0.004 -0.023 0.041
H 2.404 -0.857 4.210 0.058 0.021 0.081
H 2.554 0.459 5.341 -0.054 0.055 0.003
H 2.714 2.078 3.606 0.076 -0.038 -0.001
H 1.546 1.214 2.631 -0.029 0.095 0.032
H 3.410 -0.607 2.277 0.052 0.021 0.076
H 4.538 0.705 2.686 -0.016 0.005 -0.006
H 5.956 1.617 -0.188 -0.014 -0.025 -0.007
H 7.640 0.159 -1.275 -0.012 -0.007 0.005
H 7.054 -2.160 -1.877 -0.010 0.007 0.007
H 4.798 -3.044 -1.415 0.010 0.012 -0.008
H 3.101 -1.601 -0.314 0.027 0.006 -0.013
H 1.543 -1.871 1.510 -0.043 0.015 -0.051
H 2.919 -3.944 1.552 -0.013 0.003 0.013
H 2.714 -5.519 3.444 -0.023 0.017 -0.006
H 1.131 -5.054 5.285 0.008 0.016 -0.010
H -0.242 -3.004 5.251 0.014 -0.001 -0.031
C -4.245 -4.324 0.410 0.053 0.040 -0.050
N -4.228 -2.883 -0.146 0.061 -0.026 0.014
C -4.163 -2.966 -1.684 0.048 -0.017 0.073
N -3.054 -3.748 -2.097 0.085 0.003 -0.048
C -3.119 -5.093 -1.520 0.030 0.076 0.078
N -3.123 -5.050 -0.058 -0.007 -0.026 0.021
C -1.851 -4.586 0.507 -0.100 0.052 -0.031
P -1.411 -2.855 -0.022 0.062 0.016 -0.102
C -3.062 -2.111 0.402 -0.073 -0.097 0.059
C -1.764 -3.101 -1.833 -0.078 -0.073 0.108
H -5.176 -4.766 0.058 -0.012 -0.028 -0.009
H -4.258 -4.243 1.496 0.010 0.000 0.022
H -5.101 -2.424 0.120 0.006 0.029 0.003
H -4.091 -1.942 -2.049 -0.015 0.015 -0.022
H -5.104 -3.413 -2.002 -0.001 -0.028 -0.005
H -2.262 -5.670 -1.861 0.004 -0.013 -0.015
H -4.028 -5.586 -1.863 -0.018 0.001 -0.004
H -1.054 -5.266 0.204 -0.004 -0.016 -0.019
H -1.902 -4.625 1.597 0.000 -0.032 0.008
H -3.110 -1.096 0.011 -0.044 0.042 -0.033
H -3.175 -2.059 1.486 -0.016 0.010 0.011
H -0.972 -3.731 -2.243 0.022 0.022 -0.028
H -1.704 -2.139 -2.345 -0.049 0.022 -0.032
C -2.200 1.607 -2.538 -0.047 0.084 -0.058
C -2.815 2.415 -1.389 -0.119 0.104 -0.092
C -4.055 1.640 -0.926 -0.058 0.068 -0.039
C -3.307 3.774 -1.937 -0.117 -0.088 -0.089
Si -1.575 2.771 0.014 0.340 -0.816 -0.041
C -2.322 2.849 1.751 -0.102 0.172 0.116
C -3.367 3.991 1.749 -0.017 -0.054 0.127
C -1.252 3.179 2.804 -0.096 0.039 0.036
C -3.022 1.551 2.187 -0.025 0.080 0.062
C -0.207 4.019 -0.402 0.000 0.217 0.013
C 1.031 3.919 0.502 -0.029 0.112 -0.032
C -0.790 5.441 -0.240 0.150 0.050 -0.081
C 0.293 3.825 -1.844 0.017 0.117 -0.006
H -2.973 1.435 -3.297 0.045 0.017 0.008
H -1.825 0.635 -2.209 -0.038 -0.040 0.029
H -1.379 2.125 -3.026 0.008 0.015 0.018
H -4.685 1.452 -1.802 0.010 -0.004 0.041
H -4.663 2.191 -0.211 0.007 -0.002 0.011
H -3.798 0.678 -0.482 0.021 -0.036 0.000
H -4.084 3.587 -2.685 0.030 0.019 0.019
H -2.519 4.342 -2.429 0.002 -0.003 -0.003
H -3.752 4.406 -1.166 0.014 -0.028 -0.011
H -2.935 4.960 1.500 0.006 -0.012 0.006
H -3.794 4.076 2.753 0.006 0.010 -0.028
H -4.195 3.805 1.064 0.013 -0.017 0.018
H -0.875 4.196 2.702 0.010 -0.004 -0.004
H -0.404 2.490 2.769 -0.014 -0.003 -0.011
H -1.704 3.107 3.798 0.021 0.018 -0.024
H -3.919 1.343 1.611 -0.032 0.003 -0.025
H -3.337 1.667 3.229 0.005 -0.020 -0.028
H -2.359 0.688 2.131 -0.018 -0.006 -0.028
H 0.818 4.086 1.553 -0.012 0.009 0.034
H 1.746 4.687 0.191 -0.017 -0.032 0.015
H 1.531 2.959 0.395 0.018 0.000 -0.019
H -1.028 5.668 0.800 0.030 -0.013 -0.002
H -1.679 5.618 -0.842 -0.003 -0.003 0.006
H -0.033 6.164 -0.559 -0.030 -0.001 0.010
H 0.685 2.813 -2.002 0.003 0.003 0.040
H 1.113 4.527 -2.022 -0.023 -0.027 -0.015
H -0.473 4.030 -2.590 -0.002 -0.015 -0.003
C 0.334 1.119 -5.968 -0.007 0.003 0.058
N 0.505 0.933 -4.529 0.122 0.006 -0.033
C 0.572 -0.241 -3.922 -0.316 0.099 -0.041
N 0.389 -1.344 -4.657 0.083 -0.019 0.090
S 0.920 -0.368 -2.243 0.297 -0.339 0.093
H 0.316 2.184 -6.177 -0.002 0.003 -0.001
H -0.610 0.689 -6.302 -0.010 -0.003 0.006
H 1.162 0.676 -6.525 0.007 0.000 0.008
H 0.736 1.731 -3.959 -0.030 0.017 -0.007
H 0.383 -1.311 -5.664 -0.008 0.006 -0.009
H 0.582 -2.231 -4.224 -0.037 -0.001 0.002
```
Positions in Å, forces in eV/Å.

Values from the calculation:
Electronic energy = -5583.7765 a.u.
Orbital gap = 7.86 eV
F_max = 0.96 eV Å⁻¹
Energy relative to the best compared isomer or geometry (same formula, charge and spin) = 1.570 eV
Charge = +3

=====

Entry from OMol25: 9 unconnected molecules or ions with the total composition C36H64N2O11S9 (the ωB97M-V functional and the def2-TZVPD basis).

```
122
Properties=species:S:1:pos:R:3:forces:R:3
C 6.525 -0.063 -0.140 -0.317 0.605 -0.950
C 6.500 1.421 -0.906 1.223 -1.569 0.551
O 5.314 1.401 -1.777 -0.205 2.316 1.477
C 4.409 2.534 -1.514 -0.685 0.135 -0.533
C 3.692 2.464 -0.008 -1.207 -0.292 -0.338
C 2.073 2.205 -0.309 -1.967 0.113 -0.114
C 1.659 0.693 -0.880 -3.790 3.119 0.393
C 0.082 0.394 -1.243 1.099 1.601 0.704
C -0.398 -1.088 -1.801 -0.882 -2.107 -0.153
C -1.497 -1.952 -0.968 2.681 -1.491 -4.938
C -1.754 -3.381 -1.700 1.972 2.869 -0.808
C -0.997 -3.724 -3.072 -0.171 0.580 0.722
N 0.006 -2.967 -3.872 -3.447 2.322 6.947
C 0.243 -1.693 -3.139 -0.384 0.060 0.603
C -1.091 1.561 -1.026 4.477 1.086 1.013
N -2.510 1.192 -1.400 -1.700 0.934 7.921
C -3.259 1.161 -0.236 0.484 -2.368 -3.232
S -4.369 0.605 0.974 3.922 2.005 -4.101
C -0.611 3.015 -0.425 1.024 -1.120 -0.105
C 0.973 3.397 -0.051 -0.903 -3.741 -1.579
C 1.309 4.913 0.511 3.310 2.607 -0.864
O 2.416 5.622 0.205 -6.719 -4.694 1.975
C 0.131 5.585 1.488 -3.876 -2.081 -2.163
C -1.303 5.231 1.150 3.437 0.644 0.591
C -1.706 4.233 -0.128 -2.976 -0.204 -2.259
O -2.828 4.368 -0.845 6.736 -0.703 4.595
H 6.261 -0.854 -0.983 0.686 1.610 1.719
H 7.594 -0.288 0.284 -2.288 0.399 -0.665
H 5.668 -0.115 0.658 1.872 0.148 -1.357
H 6.541 2.312 -0.146 -0.468 -1.717 -1.400
H 7.486 1.473 -1.560 -2.131 0.022 1.065
H 4.915 3.591 -1.701 -0.745 -2.188 0.643
H 3.543 2.460 -2.332 1.945 0.005 1.779
H 4.067 1.536 0.626 -0.589 2.032 -1.482
H 3.853 3.460 0.614 -0.476 -2.195 -1.432
H 2.488 -0.137 -1.017 -1.934 1.953 0.313
H -1.990 -1.548 0.013 1.006 -1.079 -2.149
H -2.498 -4.161 -1.221 1.844 1.727 -1.177
H -1.280 -4.781 -3.555 0.693 2.601 1.232
H 1.068 -0.998 -3.656 -2.066 -1.637 1.266
H 0.371 6.310 2.380 -0.315 -1.586 -2.148
H -2.194 5.666 1.813 2.092 -0.983 -1.829
C -3.526 -3.586 3.293 0.030 -0.042 -0.063
S -2.132 -3.510 2.142 -0.185 -0.437 0.384
O -1.929 -4.890 1.590 -0.058 0.525 0.194
C -0.864 -3.236 3.403 0.192 -0.038 -0.038
H -4.435 -3.790 2.724 0.139 0.008 -0.023
H -3.367 -4.385 4.021 0.125 0.030 -0.105
H -3.629 -2.627 3.806 0.100 0.013 -0.070
H -0.869 -4.057 4.124 -0.090 0.010 -0.115
H -1.054 -2.288 3.912 -0.045 -0.054 -0.094
H 0.111 -3.193 2.911 -0.165 -0.010 -0.020
C 8.547 3.313 2.034 -0.042 0.026 -0.114
S 7.544 2.305 3.153 -0.321 -0.064 -0.257
O 6.316 1.883 2.403 0.477 0.415 0.365
C 7.071 3.663 4.251 -0.102 0.080 0.019
H 8.922 2.672 1.232 -0.092 -0.033 0.157
H 7.938 4.111 1.603 -0.034 -0.082 0.076
H 9.391 3.737 2.581 -0.068 -0.076 0.018
H 6.553 4.439 3.684 0.037 -0.102 -0.039
H 7.963 4.076 4.727 -0.030 -0.086 -0.056
H 6.401 3.270 5.020 0.114 -0.055 -0.159
C -8.353 -3.959 0.371 -0.001 0.264 0.100
S -6.732 -4.736 0.575 -0.092 0.063 0.052
O -6.198 -4.321 1.913 -0.204 0.240 -0.253
C -5.889 -3.739 -0.679 0.047 0.162 0.044
H -9.044 -4.404 1.091 0.192 -0.042 -0.065
H -8.279 -2.885 0.557 0.048 -0.020 0.011
H -8.720 -4.141 -0.642 0.099 -0.067 0.059
H -5.967 -2.679 -0.428 -0.054 -0.046 0.055
H -6.337 -3.928 -1.657 0.014 -0.062 0.118
H -4.836 -4.029 -0.702 -0.177 -0.083 0.087
C -7.112 -9.894 0.398 -0.093 -0.056 -0.092
S -5.999 -8.468 0.369 -0.156 0.295 -0.352
O -6.575 -7.465 -0.586 0.278 -0.937 0.140
C -4.640 -9.309 -0.480 0.051 -0.019 -0.109
H -8.055 -9.588 0.857 0.183 0.070 -0.041
H -7.301 -10.240 -0.621 0.059 0.098 0.046
H -6.665 -10.694 0.990 0.016 0.097 -0.007
H -4.982 -9.692 -1.444 -0.070 0.068 0.079
H -4.274 -10.129 0.142 -0.052 0.095 0.012
H -3.834 -8.590 -0.641 -0.183 -0.015 0.111
C -6.822 7.862 -1.347 0.040 0.127 0.016
S -7.015 6.477 -0.200 0.210 0.081 0.225
O -6.667 6.974 1.171 -0.022 -0.159 -0.572
C -5.600 5.530 -0.812 -0.035 0.116 0.080
H -7.588 8.608 -1.123 0.062 -0.172 0.050
H -5.834 8.312 -1.227 -0.057 -0.101 0.062
H -6.951 7.509 -2.373 -0.014 -0.041 0.093
H -4.687 6.124 -0.724 -0.150 -0.054 0.037
H -5.769 5.253 -1.855 -0.032 0.018 0.089
H -5.502 4.624 -0.209 -0.075 0.178 -0.055
C -9.700 1.298 2.753 -0.063 -0.101 0.058
S -8.306 1.373 1.601 0.070 -0.337 -0.028
O -8.103 -0.006 1.049 -0.031 0.476 0.346
C -7.038 1.647 2.862 0.018 -0.032 0.119
H -10.610 1.093 2.183 0.193 0.036 -0.026
H -9.541 0.498 3.480 0.070 0.033 -0.109
H -9.803 2.257 3.265 0.055 -0.028 -0.091
H -7.044 0.826 3.583 -0.088 -0.014 -0.089
H -7.228 2.595 3.371 -0.033 -0.041 -0.096
H -6.063 1.690 2.370 -0.378 0.119 0.072
C 5.538 4.678 -4.685 0.048 0.127 -0.080
S 6.398 3.087 -4.649 0.406 0.043 0.042
O 7.867 3.370 -4.545 -0.679 -0.013 -0.162
C 6.050 2.649 -6.370 0.052 0.046 -0.136
H 5.657 5.158 -3.710 0.039 -0.159 -0.092
H 5.969 5.319 -5.458 0.031 -0.095 0.046
H 4.476 4.516 -4.880 0.064 -0.056 0.039
H 6.449 3.414 -7.039 0.013 -0.010 0.103
H 4.971 2.552 -6.510 0.069 0.000 0.082
H 6.529 1.692 -6.588 -0.037 0.136 0.162
C 10.792 -3.214 1.768 -0.081 -0.004 0.112
S 10.567 -2.400 0.168 -0.341 0.240 0.072
O 9.546 -1.317 0.353 0.521 -0.619 0.013
C 9.742 -3.795 -0.636 -0.121 -0.030 -0.027
H 11.263 -2.507 2.454 -0.060 -0.019 -0.189
H 9.824 -3.519 2.172 0.033 0.073 -0.103
H 11.439 -4.085 1.647 -0.020 0.081 -0.058
H 8.838 -4.064 -0.084 0.073 0.101 0.015
H 10.424 -4.647 -0.679 0.009 0.111 0.020
H 9.470 -3.499 -1.652 0.094 0.071 0.174
```
Positions in Å, forces in eV/Å.

Values from the calculation:
Electronic energy = -5929.9068 a.u.
Orbital gap = 6.38 eV
F_max = 8.43 eV Å⁻¹

=====

Question: What is the electronic energy in the second record?
Answer: -5929.9068 a.u.

=====

Question: Which of these has the lowest orbital gap?
Answer: C36H64N2O11S9

=====

Question: orbital gap of number 2 (C36H64N2O11S9)?
Answer: 6.38 eV